Record 1
The following is a DFT calculation (ωB97M-V/def2-TZVPD) of a cluster of 3 separate species, C3H13N3SSi in total in a non-equilibrium geometry.

Geometry as XYZ:
```
21
Properties=species:S:1:pos:R:3:forces:R:3
C -0.515 -3.565 1.088 -0.980 -2.970 -0.547
C 1.422 -2.277 1.106 1.765 1.252 0.797
C 0.190 -2.361 1.438 -2.341 -0.255 -0.029
N -0.986 2.159 -2.077 -3.197 0.160 -2.389
N -2.126 3.309 0.077 0.834 -1.156 1.253
N 0.441 1.609 0.450 -1.505 1.465 -0.939
Si -0.789 2.321 -0.442 1.172 -0.390 1.885
S 2.287 0.987 -2.396 -4.785 0.065 -1.234
H -1.020 -4.007 1.972 0.320 -0.052 -0.411
H -1.328 -3.369 0.381 0.049 -0.053 -0.091
H 0.197 -4.345 0.609 -1.328 1.107 0.843
H 1.886 -1.357 1.453 1.056 -0.438 -0.739
H 1.748 -3.229 0.724 1.490 0.457 -0.355
H -0.431 -1.614 1.866 -0.028 0.978 0.489
H -0.497 1.610 -2.793 0.352 0.221 0.801
H -1.999 2.357 -2.462 2.637 -0.404 1.203
H -2.229 4.218 -0.314 -0.184 0.577 -0.377
H -2.294 3.337 1.096 0.163 0.039 -0.937
H 0.624 2.104 1.343 -0.172 -0.513 -0.704
H 1.836 1.156 -1.079 0.514 -0.058 -0.268
H 3.582 0.958 -2.040 4.166 -0.033 1.749
```
Positions in Å, forces in eV/Å.

As for the relative energy (zero: lowest compared OMol25 entry of this formula, charge and spin): 59.9 kcal/mol. The HOMO energy (alpha / beta) is -0.1365 / -0.3378 Ha. The multiplicity is 3. Its HOMO-LUMO gap (alpha / beta) is 3.877 / 6.099 eV. As for the total charge: 0. The calculation puts the total energy at -973.8266 a.u.

=====

Record 2
The following is a DFT calculation (ωB97M-V/def2-TZVPD) of the molecule CHBrClNO2 in a non-equilibrium geometry.

Geometry as XYZ:
```
7
Properties=species:S:1:pos:R:3:forces:R:3
C -0.087 -0.645 -0.159 -2.318 4.047 -1.397
N 0.348 0.878 0.377 -1.170 -2.282 -0.926
O -0.504 1.716 0.309 0.366 0.229 0.140
O 1.481 0.941 0.743 0.577 0.404 0.275
Cl 0.036 -0.606 -1.907 0.059 0.056 0.117
Br -1.846 -0.984 0.438 -0.098 -0.169 0.140
H 0.573 -1.301 0.199 2.583 -2.286 1.651
```
Positions in Å, forces in eV/Å.

As for the relative energy (zero: lowest compared OMol25 entry of this formula, charge and spin): 0.0 kcal/mol. The HOMO energy is -0.4056 Ha. Its HOMO-LUMO gap is 11.010 eV. The SMILES is O=[N+]([O-])[C@H](Cl)Br. As for the total charge: 0. The calculation puts the total energy at -3278.0248 a.u.

=====

Record 3
The following is a DFT calculation (ωB97M-V/def2-TZVPD) of a cluster of 2 separate species, C23H24N3S in total in a non-equilibrium geometry.

Geometry as XYZ:
```
51
Properties=species:S:1:pos:R:3:forces:R:3
C 4.973 5.188 0.837 -0.093 -0.087 -0.150
S 4.158 3.684 0.148 -0.375 -0.303 1.210
C 5.409 2.486 0.764 -0.289 0.201 -0.366
C 2.728 3.271 1.016 1.353 -0.112 0.581
C 1.457 3.372 0.468 -2.190 1.013 -0.837
N 0.344 3.535 0.103 2.197 -0.815 0.466
H 4.417 6.067 0.500 -0.011 -0.224 0.049
H 5.039 5.180 1.932 -0.164 -0.227 -0.303
H 5.978 5.213 0.404 -0.149 0.022 0.055
H 5.091 1.503 0.405 0.074 0.208 0.126
H 6.374 2.757 0.323 -0.195 -0.072 0.130
H 5.461 2.503 1.859 -0.124 0.085 -0.304
H 2.818 3.131 2.106 0.014 0.137 -0.708
C 0.546 0.112 -4.905 0.300 0.345 -0.451
N -0.066 -0.198 -3.631 0.309 0.997 1.264
C 0.130 0.472 -2.468 -0.294 -0.777 -0.710
C -0.582 -0.169 -1.429 -0.160 0.034 0.475
C -0.586 0.238 -0.087 -0.628 0.062 -0.737
C -1.487 -0.243 0.887 -0.309 -0.232 0.246
C -2.830 -0.663 0.733 0.897 -0.474 0.734
N -3.259 -1.246 1.888 0.325 0.867 -1.141
C -4.542 -1.880 2.093 -0.524 -0.005 -0.019
C -2.237 -1.210 2.844 0.644 -0.050 -0.825
C -1.119 -0.568 2.260 -0.421 -0.356 -0.002
C 0.112 -0.603 2.909 0.019 -0.154 0.638
C 0.186 -1.244 4.161 -0.040 0.437 -0.567
C -0.942 -1.872 4.721 -0.244 0.195 -0.254
C -2.170 -1.881 4.047 0.382 0.100 0.560
C -1.229 -1.339 -2.038 0.018 0.004 -0.840
C -0.903 -1.292 -3.415 0.106 -0.107 0.672
C -1.285 -2.241 -4.343 -0.398 -0.588 -0.010
C -2.082 -3.302 -3.888 0.172 0.450 -0.106
C -2.429 -3.383 -2.529 0.258 0.144 0.201
C -1.963 -2.439 -1.598 -0.402 -0.452 -0.196
H 0.229 -0.644 -5.625 0.186 0.301 0.070
H 0.236 1.103 -5.262 0.007 -0.299 0.118
H 1.642 0.095 -4.827 -0.348 -0.064 0.022
H 0.733 1.376 -2.414 -0.155 -0.231 -0.031
H 0.132 0.996 0.216 0.139 -0.143 0.038
H -3.437 -0.588 -0.167 -0.039 -0.015 0.444
H -4.534 -2.301 3.095 -0.238 -0.019 -0.163
H -5.362 -1.157 2.012 0.209 -0.084 0.094
H -4.724 -2.681 1.365 0.208 0.170 0.175
H 0.976 -0.154 2.410 -0.152 -0.210 0.426
H 1.134 -1.251 4.704 -0.356 -0.061 -0.202
H -0.855 -2.359 5.691 -0.029 0.074 -0.272
H -3.051 -2.385 4.430 0.293 -0.047 0.212
H -0.965 -2.147 -5.379 -0.258 -0.280 0.254
H -2.421 -4.068 -4.593 0.106 0.343 0.318
H -3.071 -4.208 -2.195 0.430 0.355 -0.079
H -2.174 -2.569 -0.540 -0.058 -0.054 -0.309
```
Positions in Å, forces in eV/Å.

As for the relative energy (zero: lowest compared OMol25 entry of this formula, charge and spin): 18.9 kcal/mol. The HOMO energy is -0.3743 Ha. Its HOMO-LUMO gap is 6.109 eV. As for the total charge: +1. The calculation puts the total energy at -1452.9936 a.u.

=====

Record 4
The following is a DFT calculation (ωB97M-V/def2-TZVPD) of a structure of composition C6H6NO2P2 in a non-equilibrium geometry.

Geometry as XYZ:
```
17
Properties=species:S:1:pos:R:3:forces:R:3
C -0.724 -0.826 0.451 -1.819 1.205 -0.256
C 0.588 -1.289 0.522 -0.944 -0.498 -0.013
C -1.080 0.507 0.189 0.974 -0.394 0.157
C 1.550 -0.364 1.063 1.267 -0.027 0.904
C -0.045 1.454 -0.114 -0.846 6.325 -2.557
C -2.539 0.804 0.087 1.905 2.621 -0.914
N 2.967 -0.770 -1.365 1.700 -0.586 -0.368
O 2.383 -0.737 1.866 0.557 0.004 0.399
O -0.148 2.841 -0.771 -0.445 -6.641 3.133
P 1.458 -0.443 -1.380 -0.619 0.182 -0.387
P 1.705 1.246 0.165 -1.052 -0.588 0.135
H -1.652 -1.472 0.564 1.576 0.258 -0.225
H 0.720 -2.343 0.736 0.292 -0.013 0.062
H -2.584 1.404 -0.820 -0.675 -0.074 -0.358
H -2.887 1.482 0.849 -0.271 -0.042 0.623
H -3.051 -0.090 0.016 -1.484 -1.578 -0.084
H 3.339 -1.402 -2.059 -0.118 -0.155 -0.251
```
Positions in Å, forces in eV/Å.

As for the relative energy (zero: lowest compared OMol25 entry of this formula, charge and spin): 60.9 kcal/mol. The HOMO energy is -0.1458 Ha. Its HOMO-LUMO gap is 7.398 eV. As for the total charge: -1. The calculation puts the total energy at -1120.1080 a.u.

=====

Record 5
The following is a DFT calculation (ωB97M-V/def2-TZVPD) of a structure of composition C9H31B2ClNbO11P2 in a non-equilibrium geometry.

Geometry as XYZ:
```
57
Properties=species:S:1:pos:R:3:forces:R:3
C -1.338 3.651 -2.707 0.673 0.496 -0.444
C -1.074 4.221 -4.142 -0.555 0.508 0.105
B 0.477 4.559 -4.251 -0.479 0.740 -0.201
O 0.875 5.826 -3.765 -0.577 -1.096 0.778
Nb 2.115 3.214 -5.150 3.433 -2.692 -0.166
Cl 3.782 1.786 -6.355 -0.443 0.425 0.310
C 2.755 2.464 -3.096 -0.175 0.859 0.025
B 3.864 3.312 -2.334 -0.137 -0.771 -0.079
O 4.276 4.606 -2.660 -1.213 -0.077 0.885
O 4.486 2.697 -1.219 0.429 0.477 -0.874
H -1.082 2.586 -2.675 -0.200 0.164 0.181
H -2.355 3.854 -2.355 0.081 -0.341 -0.187
H -0.669 4.199 -2.021 -0.210 -0.329 0.023
H -1.436 3.552 -4.933 0.162 -0.035 0.306
H -1.673 5.150 -4.224 0.296 -0.128 -0.039
H 1.697 5.649 -3.288 0.385 0.540 -0.653
H 3.287 4.622 -5.180 -0.304 0.643 -0.389
H 1.498 3.738 -6.800 -0.817 0.390 0.279
H 0.936 1.799 -5.259 -0.720 0.170 -0.253
H 1.858 2.466 -2.444 0.385 -0.162 0.023
H 3.123 1.426 -3.182 -0.404 0.133 -0.079
H 4.075 5.146 -1.881 0.706 0.201 -0.103
H 4.707 1.816 -1.549 -0.338 -0.166 0.576
C -1.440 -4.624 -2.287 -0.120 -0.350 0.126
O -2.069 -3.374 -1.966 2.387 0.802 -2.580
P -1.058 -2.159 -1.371 -3.832 1.604 7.764
O -0.844 -2.805 -0.015 0.806 -0.747 -1.265
O -2.323 -1.138 -1.351 0.206 0.096 -0.382
C -3.495 -1.494 -0.629 -0.381 -0.159 -0.255
O -0.025 -0.862 -1.110 0.934 -1.226 -3.683
C -0.164 -0.160 0.114 -0.128 0.199 0.560
H -2.125 -5.198 -2.908 -0.047 0.128 -0.011
H -0.516 -4.466 -2.840 -0.018 -0.128 -0.026
H -1.233 -5.182 -1.373 0.065 0.104 0.031
H -3.267 -2.154 0.210 0.112 -0.039 -0.073
H -4.211 -1.977 -1.294 -0.030 -0.049 0.070
H -3.939 -0.576 -0.245 0.115 0.068 -0.082
H 0.155 -0.780 0.952 -0.060 -0.084 -0.063
H -1.187 0.184 0.266 0.007 -0.078 -0.043
H 0.492 0.708 0.058 0.021 -0.070 -0.282
C -1.137 -2.873 2.968 -0.228 0.301 -0.289
O -0.279 -2.454 4.052 0.744 -3.471 0.049
P -0.478 -3.252 5.511 -1.845 5.852 4.321
O -1.817 -2.683 5.898 0.282 -1.058 -0.713
O 0.775 -2.442 6.151 -0.013 -0.480 0.088
C 0.720 -1.020 6.210 0.183 0.274 -0.281
O -0.338 -4.463 6.646 1.011 -1.373 -3.229
C -0.578 -4.108 7.997 -0.238 0.243 0.522
H -0.724 -2.496 2.036 0.081 -0.107 0.173
H -1.186 -3.959 2.912 -0.037 0.023 -0.133
H -2.138 -2.463 3.107 0.020 -0.066 0.176
H -0.308 -0.660 6.276 -0.028 -0.119 -0.059
H 1.205 -0.592 5.333 -0.057 0.037 -0.012
H 1.263 -0.703 7.100 0.023 -0.133 0.007
H -1.633 -3.883 8.152 0.029 0.116 -0.134
H 0.037 -3.262 8.303 -0.035 0.014 -0.101
H -0.314 -4.972 8.608 0.092 -0.076 -0.215
```
Positions in Å, forces in eV/Å.

The HOMO energy is -0.1765 Ha. Its HOMO-LUMO gap is 4.082 eV. As for the total charge: -1. The calculation puts the total energy at -2438.6534 a.u.

=====

Record 6
The following is a DFT calculation (ωB97M-V/def2-TZVPD) of the molecule C4H4N2S in a non-equilibrium geometry.

Geometry as XYZ:
```
11
Properties=species:S:1:pos:R:3:forces:R:3
C 0.753 -0.318 -0.029 1.393 -0.647 0.018
C 0.308 1.048 -0.041 -0.152 -0.422 0.194
C -1.032 0.930 0.021 -1.467 0.115 -0.284
C -0.330 -1.198 0.020 1.347 -0.195 -0.585
H 0.874 1.985 -0.075 -0.191 -0.754 0.061
H -1.791 1.719 0.053 0.292 -0.607 -0.052
H -2.346 -0.717 0.109 -0.739 -0.424 0.009
H -0.336 -2.289 -0.038 0.022 0.565 0.185
N 2.023 -0.841 -0.038 0.297 0.268 0.081
N -1.405 -0.437 -0.005 -0.537 2.351 0.451
S 3.283 0.118 0.023 -0.267 -0.252 -0.078
```
Positions in Å, forces in eV/Å.

As for the relative energy (zero: lowest compared OMol25 entry of this formula, charge and spin): 42.1 kcal/mol. The HOMO energy is -0.2865 Ha. Its HOMO-LUMO gap is 7.025 eV. The SMILES is S=Nc1cc[nH]c1. As for the total charge: 0. The calculation puts the total energy at -662.4585 a.u.